21
Properties=species:S:1:pos:R:3 method="wB97M-V/def2-TZVPD" homo_lumo_gap_ev=8.71 homo_energy_ev=-7.8370
C 0.86391 0.46750 -0.00466
C -0.52491 0.89546 0.12227
C -2.67694 -0.63252 0.18106
C 1.77487 0.69870 1.16798
C 0.37141 -1.60221 -0.12992
N 1.41649 0.70755 -1.31442
O -1.26447 -0.51968 0.34346
O -1.06304 1.52489 -0.96728
H -0.47653 1.27828 -1.71066
H -0.83625 1.39704 1.03972
H 1.92758 -0.10053 -1.66588
H 2.05625 1.49736 -1.33262
H -3.18709 -0.37521 1.11491
H -2.89433 -1.67245 -0.06989
H -3.02771 0.02037 -0.62217
H 1.24270 0.58470 2.11375
H 2.59636 -0.02960 1.17290
H 2.22391 1.70084 1.15427
H 0.77340 -1.66867 -1.13467
H -0.37325 -2.39232 -0.13037
H 1.07766 -1.77949 0.67224

***

31
Properties=species:S:1:pos:R:3 method="wB97M-V/def2-TZVPD" total_charge=-1 homo_lumo_gap_ev="6.48 / 6.32" homo_energy_ev="-4.8018 / -4.8233"
Ru -0.61013 0.49764 -0.70062
O -4.64282 -2.70214 2.54600
C -3.87441 -2.04783 1.89630
C -3.52885 -2.25229 0.41901
O -3.97430 -3.11683 -0.30443
C -2.56002 -1.20818 0.12298
C -2.27786 -0.41548 1.23384
O -1.42465 0.55488 1.16237
C -3.05834 -0.84937 2.39896
O -3.07388 -0.39972 3.51934
O -1.96611 -0.97034 -1.01804
N -0.04175 0.29353 -2.71123
N -0.55802 1.41950 -3.39314
C -1.58931 2.12576 -2.74749
O -2.26514 2.90207 -3.38076
O -1.69018 1.90551 -1.46269
H 0.96864 0.27303 -2.81453
H -0.46156 -0.57958 -3.02526
H -0.70527 1.31005 -4.38467
Cl 3.18130 3.21323 0.16815
C 3.17401 1.55791 0.68304
C 4.22441 1.07251 1.43104
C 4.24550 -0.25412 1.84866
C 3.18665 -1.08975 1.51889
C 2.13334 -0.57767 0.79551
Cl 0.78825 -1.59755 0.35441
C 2.06356 0.75358 0.32625
N 1.05662 1.19318 -0.42403
H 5.03459 1.74324 1.68259
H 5.07722 -0.62973 2.42846
H 3.16853 -2.12499 1.83113

***

104
Properties=species:S:1:pos:R:3 method="wB97M-V/def2-TZVPD" multiplicity=2 s2=0.77 homo_lumo_gap_ev="7.30 / 6.51" homo_energy_ev="-6.9904 / -6.2008"
V -0.06937 0.64508 0.46389
C -1.46824 -3.06195 3.26530
N -1.19671 -2.27650 2.07192
C -0.07660 -2.85366 1.33848
C -2.34006 -2.07280 1.22965
C -3.11582 -3.16162 0.83400
C -4.19739 -3.02478 -0.01892
C -4.49008 -1.76513 -0.52188
C -3.72655 -0.67685 -0.14294
C -2.66846 -0.78171 0.77383
N -1.94878 0.36139 1.16886
C -2.64010 1.54555 1.37264
C -4.02500 1.64796 1.59867
C -4.65228 2.86882 1.77122
C -3.92829 4.05431 1.73625
C -2.55345 3.97906 1.56609
C -1.91830 2.76053 1.39635
N -0.45518 2.69321 1.31040
C 0.12569 2.93894 2.64945
C 0.12432 3.71281 0.41511
H -1.63340 -4.12958 3.05460
H -2.34640 -2.67078 3.77829
H -0.61367 -2.98769 3.94071
H -0.26715 -3.90264 1.05496
H 0.81712 -2.83255 1.96688
H 0.13011 -2.28282 0.43418
H -2.85319 -4.14486 1.20464
H -4.79000 -3.88618 -0.29860
H -5.31731 -1.62943 -1.20937
H -3.96356 0.30504 -0.53438
H -4.61525 0.74297 1.64574
H -5.72214 2.89047 1.93923
H -4.41529 5.01143 1.86340
H -1.96906 4.89036 1.57555
H -0.01476 3.98508 2.94033
H 1.19609 2.72525 2.62916
H -0.35626 2.31476 3.39247
H -0.00932 4.72470 0.80920
H -0.32703 3.64925 -0.56875
H 1.19542 3.52663 0.32811
O 5.28096 1.06554 0.09303
C 5.03930 1.02438 1.38724
O 5.86685 1.31486 2.21458
C 3.65824 0.61951 1.79858
C 3.21072 0.51420 3.09797
Cl 4.01852 0.90016 4.53779
N 1.90156 0.13597 3.08924
N 1.45825 0.05784 1.81533
C 2.51263 0.30525 1.02987
C 2.33067 0.04238 -0.43947
O 3.27836 0.19508 -1.21015
O 1.14862 -0.34846 -0.74118
C 1.09295 -0.31078 4.18234
C 1.68404 -1.01473 5.22382
C 0.91367 -1.39604 6.31146
C -0.44136 -1.10139 6.34934
C -1.03439 -0.47598 5.26294
C -0.27686 -0.09581 4.16635
H 4.50446 0.74148 -0.46164
H 2.73306 -1.27155 5.19395
H 1.38084 -1.93226 7.12672
H -1.03668 -1.38976 7.20562
H -2.10186 -0.29671 5.24696
H -0.76738 0.29277 3.28590
N -1.01671 1.47383 -1.25441
C -1.52994 1.85495 -2.21496
N -2.13156 2.27222 -3.30195
C -3.59233 2.16898 -3.41285
C -4.22498 3.55227 -3.35809
C -3.58448 4.47778 -4.39015
C -2.07286 4.55902 -4.19039
C -1.44613 3.17150 -4.23641
H -3.94650 1.53130 -2.60400
H -3.82776 1.67449 -4.36099
H -4.09124 3.96210 -2.35225
H -5.29846 3.46286 -3.53415
H -4.02646 5.47288 -4.32865
H -3.79513 4.10003 -5.39690
H -1.85322 5.01779 -3.22163
H -1.61502 5.18439 -4.95874
H -0.39030 3.19312 -3.97222
H -1.52981 2.74388 -5.23985
C -1.70751 -1.64027 -6.11011
C -2.56699 -2.16590 -4.96363
C -2.41250 -1.36442 -3.67403
S -0.93121 -1.70633 -2.67512
O 0.22599 -1.68566 -3.61303
C -1.29149 -3.47263 -2.29314
C -0.31836 -4.41755 -2.98726
C 1.03525 -4.46794 -2.28656
H -1.85590 -2.23669 -7.01134
H -0.65394 -1.65877 -5.84005
H -1.97778 -0.60774 -6.34780
H -2.33881 -3.21805 -4.77687
H -3.62127 -2.13552 -5.25486
H -3.24898 -1.51183 -2.98633
H -2.34356 -0.29565 -3.89678
H -2.33209 -3.67135 -2.55034
H -1.20543 -3.55791 -1.20842
H -0.18060 -4.10689 -4.02420
H -0.76885 -5.41393 -3.00291
H 1.49386 -3.47935 -2.27030
H 1.71622 -5.14824 -2.79911
H 0.92307 -4.81782 -1.25694

***

7
Properties=species:S:1:pos:R:3 method="wB97M-V/def2-TZVPD" homo_lumo_gap_ev="6.03 / 6.02" homo_energy_ev="-8.2393 / -8.2294"
C 0.38840 -0.01823 0.48574
N 2.09042 -2.38458 0.43395
O 0.59053 0.01250 1.66719
P 1.95554 0.64436 -0.73964
P 3.72773 0.69374 0.18897
S 1.13418 -1.78889 -0.50069
H -0.61304 0.19772 0.11710

***

Looking at ΔE to the lowest compared entry with this formula, charge and spin for the records above, in order, we have 5.244, 0.508, 0.075, 2.542 eV.
Looking at electronic energy for the records above, in order, we have -403.38389, -2167.17911, -4078.01276, -1249.39167 Ha.